Entry 1:
A molecular structure, C48H44CoNO6P2Si, computed with ωB97M-V with the def2-TZVPD basis set.

```
103
Properties=species:S:1:pos:R:3:nbo_charge:R:1
Co -0.919 0.602 1.126 1.674
O -2.105 3.269 6.433 -0.637
C -1.797 2.689 5.259 0.370
C -0.608 2.967 4.577 -0.296
C -0.394 2.317 3.387 0.133
N -1.290 1.470 2.903 -0.557
C -2.410 1.174 3.547 0.135
C -2.716 1.769 4.746 -0.268
C -3.201 0.103 2.819 0.752
O -4.251 -0.299 3.270 -0.601
O -2.590 -0.298 1.743 -0.812
C 0.835 2.389 2.502 0.758
O 1.703 3.212 2.697 -0.608
O 0.806 1.472 1.581 -0.810
H -1.406 3.879 6.697 0.489
H 0.138 3.657 4.952 0.247
H -3.628 1.520 5.270 0.261
C 1.499 -2.073 1.871 -1.049
P 0.137 -1.527 0.773 0.919
C -1.127 -2.813 1.011 -0.253
C -1.533 -3.137 2.306 -0.203
C -2.569 -4.031 2.515 -0.200
C -3.221 -4.602 1.429 -0.194
C -2.841 -4.267 0.140 -0.196
C -1.801 -3.371 -0.071 -0.234
C 0.785 -1.785 -0.902 -0.383
C 0.962 -0.710 -1.768 -0.170
C 1.486 -0.920 -3.038 -0.151
C 1.837 -2.198 -3.443 -0.204
C 1.680 -3.272 -2.574 -0.217
C 1.160 -3.068 -1.308 -0.193
P 2.857 -0.895 2.354 0.851
C 4.059 -2.131 3.003 -0.231
C 5.399 -1.738 3.069 -0.242
C 6.365 -2.583 3.589 -0.192
C 6.010 -3.839 4.069 -0.219
C 4.682 -4.232 4.031 -0.206
C 3.713 -3.383 3.504 -0.258
C 3.641 -0.554 0.729 -0.267
C 3.734 0.769 0.303 -0.219
C 4.328 1.070 -0.920 -0.210
C 4.837 0.056 -1.714 -0.205
C 4.757 -1.267 -1.290 -0.208
C 4.165 -1.567 -0.075 -0.234
H 1.919 -2.961 1.392 0.248
H 1.031 -2.385 2.805 0.256
H -1.065 -2.664 3.163 0.207
H -2.881 -4.265 3.524 0.220
H -4.037 -5.295 1.592 0.217
H -3.359 -4.696 -0.709 0.214
H -1.528 -3.098 -1.083 0.230
H 0.689 0.288 -1.456 0.242
H 1.618 -0.078 -3.706 0.215
H 2.241 -2.360 -4.435 0.216
H 1.957 -4.271 -2.887 0.217
H 1.031 -3.911 -0.639 0.218
H 5.689 -0.762 2.696 0.220
H 7.399 -2.261 3.621 0.214
H 6.765 -4.503 4.469 0.214
H 4.392 -5.204 4.411 0.213
H 2.684 -3.719 3.497 0.207
H 3.333 1.560 0.923 0.245
H 4.395 2.101 -1.245 0.215
H 5.300 0.291 -2.665 0.213
H 5.158 -2.062 -1.906 0.213
H 4.118 -2.600 0.254 0.213
C -4.133 3.431 -2.454 -0.610
C -3.509 2.680 -1.272 -0.535
C -4.511 1.645 -0.740 -0.612
C -3.170 3.679 -0.154 -0.602
Si -1.913 1.834 -1.797 2.020
O -1.212 1.119 -0.486 -1.162
C -0.668 3.081 -2.411 -0.587
C -0.810 3.807 -3.601 -0.135
C 0.135 4.749 -3.984 -0.241
C 1.243 4.989 -3.181 -0.209
C 1.403 4.285 -1.996 -0.220
C 0.458 3.338 -1.618 -0.133
C -2.212 0.468 -3.031 -0.471
C -2.835 -0.707 -2.585 -0.213
C -3.127 -1.743 -3.461 -0.212
C -2.797 -1.626 -4.806 -0.209
C -2.160 -0.482 -5.265 -0.209
C -1.868 0.552 -4.383 -0.208
H -5.085 3.881 -2.149 0.209
H -4.342 2.760 -3.293 0.212
H -3.490 4.238 -2.811 0.211
H -5.377 2.158 -0.304 0.206
H -4.086 1.004 0.040 0.225
H -4.883 1.001 -1.540 0.213
H -4.082 4.170 0.205 0.208
H -2.482 4.456 -0.496 0.216
H -2.712 3.184 0.709 0.199
H -1.674 3.649 -4.237 0.199
H 0.006 5.299 -4.908 0.211
H 1.978 5.728 -3.477 0.212
H 2.260 4.475 -1.361 0.215
H 0.597 2.794 -0.689 0.220
H -3.083 -0.820 -1.533 0.223
H -3.611 -2.641 -3.095 0.210
H -3.035 -2.428 -5.494 0.212
H -1.882 -0.398 -6.308 0.210
H -1.344 1.424 -4.755 0.212
```

Spin multiplicity: 5
Electronic energy (eV): -128352.019
HOMO level (spin up / spin down) (eV): -8.4 / -8.4
HOMO-LUMO gap (spin up / spin down) (eV): 8.56 / 6.96
Expectation value of S²: 6.015
Lowest unoccupied orbital energy (spin up / spin down) (eV): 0.1879 / -1.4119

=====

Entry 2:
5 unconnected molecules or ions with the total composition C27H25ClN4O13S, computed with ωB97M-V with the def2-TZVPD basis set.

```
71
Properties=species:S:1:pos:R:3:lowdin_charge:R:1
O -5.047 0.396 -3.772 0.101
C -3.910 0.396 -3.327 -0.490
O -3.636 0.943 -2.117 0.098
C -2.756 -0.278 -4.023 -0.057
C -2.734 -1.766 -3.644 -0.204
O -1.721 -1.992 -2.652 -0.358
S -2.232 -2.727 -1.292 0.888
O -3.446 -2.095 -0.879 -0.392
O -1.002 -2.123 -0.337 -0.809
Cl -1.094 -0.440 -0.105 0.658
H -2.821 1.444 -2.148 0.106
H -2.852 -0.153 -5.088 0.127
H -1.818 0.143 -3.694 0.122
H -3.716 -2.057 -3.299 0.115
H -2.472 -2.351 -4.509 0.123
C 1.522 -0.138 5.284 -0.054
C 1.675 1.207 5.596 -0.061
C 2.024 2.115 4.610 -0.005
C 2.212 1.654 3.321 -0.151
C 2.071 0.318 2.993 0.001
C 1.722 -0.583 3.985 -0.054
N 2.562 2.613 2.266 -0.348
O 2.705 3.775 2.575 0.085
O 2.692 2.187 1.134 0.049
H 1.246 -0.844 6.055 0.112
H 1.519 1.551 6.609 0.108
H 2.144 3.161 4.846 0.119
H 2.226 -0.021 1.980 0.116
H 1.601 -1.635 3.756 0.076
C 2.653 -7.694 1.882 -0.068
C 3.770 -7.222 2.557 -0.062
C 3.684 -6.072 3.324 -0.001
C 2.470 -5.415 3.402 -0.146
C 1.348 -5.866 2.734 -0.001
C 1.445 -7.015 1.968 -0.063
N 2.369 -4.206 4.228 -0.343
O 3.367 -3.813 4.787 0.092
O 1.284 -3.660 4.303 0.052
H 2.723 -8.595 1.288 0.108
H 4.710 -7.751 2.488 0.109
H 4.548 -5.699 3.851 0.120
H 0.411 -5.334 2.807 0.119
H 0.577 -7.383 1.440 0.108
C -8.321 1.946 -3.836 -0.062
C -7.350 2.560 -3.057 -0.055
C -7.645 3.734 -2.383 0.002
C -8.913 4.272 -2.499 -0.152
C -9.890 3.678 -3.274 -0.009
C -9.587 2.506 -3.947 -0.067
N -9.234 5.508 -1.770 -0.359
O -8.353 6.021 -1.114 0.075
O -10.362 5.943 -1.867 0.075
H -8.087 1.027 -4.356 0.107
H -6.370 2.119 -2.975 0.079
H -6.896 4.217 -1.775 0.118
H -10.873 4.118 -3.354 0.117
H -10.341 2.028 -4.556 0.106
C 5.581 2.725 -0.032 -0.061
C 6.246 1.515 0.114 -0.058
C 7.395 1.258 -0.615 -0.006
C 7.864 2.226 -1.482 -0.152
C 7.215 3.436 -1.647 -0.005
C 6.065 3.682 -0.915 -0.056
N 9.094 1.966 -2.244 -0.359
O 9.630 0.889 -2.097 0.075
O 9.499 2.843 -2.977 0.077
H 4.687 2.921 0.541 0.074
H 5.867 0.769 0.800 0.107
H 7.915 0.319 -0.506 0.117
H 7.598 4.176 -2.332 0.118
H 5.546 4.623 -1.030 0.110
```

Electronic energy (eV): -84326.720
HOMO level (eV): -9.8
HOMO-LUMO gap (eV): 8.87
Lowest unoccupied orbital energy (eV): -0.9349